The following is a quantum chemistry calculation of a cluster of 17 separate species, C19H74Br2NO19P2S in total, from the Open Molecules 2025 dataset.

orbital gap	5.9896	eV
net charge	+1
HOMO energy	-11.1	eV
E	-230779.169	eV

Structure (XYZ):
```
118
C19H74Br2NO19P2S the ωB97M-V functional and the def2-TZVPD basis
H -1.070 -7.079 1.983
O 3.436 6.761 -3.506
H 9.648 4.011 -4.536
H -1.374 -9.302 2.504
C 7.923 0.011 -2.816
H -6.706 -0.802 -1.825
H -6.546 -0.453 -3.998
H 3.026 -1.487 1.572
N -2.404 -5.595 0.305
H -7.246 -5.082 1.533
H -10.132 -1.002 2.361
H -6.843 -0.010 -0.154
O 4.786 2.617 1.710
H 0.772 -1.113 -3.439
H 5.128 1.653 5.078
H 1.372 -2.514 -2.526
H -4.806 1.579 3.315
O -0.269 -7.603 2.080
O -5.390 1.214 -4.400
H 5.638 2.090 -0.078
O 0.498 1.915 0.696
O 8.025 2.910 -5.198
H -3.561 1.249 0.559
H -6.171 1.765 -4.501
H -1.474 -0.064 1.976
H 9.458 0.918 -2.043
H 5.539 4.687 -2.618
H 4.915 2.414 2.644
H 9.432 3.909 -6.297
C 2.301 6.250 -2.818
H -4.613 -1.373 0.311
H 7.780 2.398 4.404
H 0.967 -0.997 -1.674
C -6.600 -2.206 -0.067
H 3.648 -0.422 0.290
C -5.022 -2.357 -0.034
Br -7.186 -2.003 1.841
O -1.583 -3.122 0.514
H -2.743 1.863 2.014
H -1.944 -2.220 0.623
H -0.697 -2.587 -1.512
C 3.696 -1.426 0.709
C 1.648 2.768 0.708
H -6.139 -0.196 -5.722
H 10.042 2.498 -5.404
H 1.293 0.467 4.538
H 7.370 -0.047 -1.875
H -0.992 -9.040 0.777
O -2.034 -4.664 2.714
C -7.070 -0.904 -0.781
O 3.290 -2.354 -0.293
H 4.267 3.616 -1.986
C 5.761 1.879 0.983
H 7.276 1.616 5.918
H 1.638 -0.082 6.205
Br -4.274 -2.977 -1.737
S -4.643 -3.606 1.327
H 4.768 3.481 -3.689
H 6.764 2.180 1.296
H 6.819 2.797 -2.906
C 9.366 3.355 -5.363
H 2.227 5.181 -3.010
H -2.170 1.044 -3.617
O -3.283 1.918 -2.113
O -10.134 -0.132 1.956
O -0.649 -2.107 -2.343
H -6.196 -0.011 2.357
H -9.760 1.800 2.525
H 2.896 1.747 5.586
H 0.278 -9.568 1.903
H 1.396 6.746 -3.179
C 5.112 3.684 -2.672
H -5.936 -5.772 -0.285
C -5.808 1.812 2.946
O -6.195 0.866 1.949
H 2.362 -0.927 4.818
H 3.339 -3.231 0.095
H -8.186 -0.947 -0.838
H 2.552 2.176 0.856
C 7.057 1.720 4.853
H 4.721 -1.635 1.022
H -8.760 0.575 3.338
H -7.085 -3.114 -0.486
O -2.303 -0.097 1.488
C 2.052 0.044 5.201
C -9.762 0.804 2.963
O 5.753 2.264 4.674
H -1.458 -3.924 2.977
H 7.126 0.745 4.364
H -3.311 -5.876 -0.073
P -2.586 -4.290 1.177
O 8.852 1.092 -2.767
H 7.988 2.425 -4.371
H -2.529 0.001 -2.205
O 3.189 0.896 5.245
H -4.105 1.639 -2.533
C -5.769 -0.127 -4.697
C -2.269 1.011 -2.529
H 5.622 0.807 1.156
H -1.324 1.301 -2.072
H -6.521 1.795 3.773
C -0.614 -8.954 1.799
H 2.414 6.417 -1.743
H -4.894 -0.765 -4.586
H 1.548 3.477 1.527
H 7.223 0.187 -3.631
O 6.088 2.718 -2.291
H 0.610 1.299 -0.033
H -10.480 0.775 3.786
H -5.803 2.804 2.499
H -1.835 1.657 0.490
C -2.626 1.251 1.116
O -5.227 -6.444 1.905
C 0.696 -1.659 -2.501
P -5.921 -5.364 1.092
H 8.451 -0.929 -2.994
H 3.478 7.702 -3.321
H 1.713 3.314 -0.236
```

The following is a quantum chemistry calculation of a cluster of 20 separate species, C19H76ClO23 in total, from the Open Molecules 2025 dataset.

relative energy (zero: lowest compared OMol25 entry of this formula, charge and spin)	3.167	eV
orbital gap	8.6629	eV
net charge	-1
HOMO energy	-6.6	eV
E	-80534.889	eV

Structure (XYZ):
```
119
C19H76ClO23 the ωB97M-V functional and the def2-TZVPD basis
H -2.867 -3.628 1.137
H 3.133 -0.974 1.723
C 1.747 0.916 3.564
O -1.968 2.406 3.074
H 1.616 -0.153 3.393
H 0.646 -4.857 -5.365
H -1.676 0.730 -4.634
H 3.926 -5.388 0.868
H 0.893 -2.555 -3.917
H -0.632 3.822 3.599
C -2.978 -2.729 2.834
H -0.699 -0.605 -5.205
H -5.004 1.151 -1.374
H -2.494 3.598 -1.707
H 3.798 -1.684 0.251
H -3.619 -2.778 3.714
H 4.630 -2.268 2.968
O -0.168 4.657 3.505
H 3.175 2.073 3.870
C -0.974 -3.717 -5.067
H 0.098 4.336 1.460
H -3.872 1.979 3.215
C 1.949 -2.513 -2.327
C -4.112 0.535 -1.258
H 3.029 -2.722 1.402
H 4.072 1.681 -2.328
H 0.482 -6.298 0.500
O -1.325 0.112 1.206
O -6.891 -0.764 1.421
H -3.350 1.130 -0.756
H -1.474 3.728 -6.683
C 1.730 -3.131 4.252
H 0.849 3.454 -3.355
H -6.152 1.046 1.872
C 1.742 4.016 -3.628
H 1.198 -2.473 3.564
H -1.812 1.769 2.373
O -4.616 -0.471 -0.428
H 2.491 2.074 -1.532
H -7.804 0.636 2.418
H 4.924 -4.801 -0.444
C 0.194 -5.264 0.692
C 4.286 -5.629 -0.133
H -1.019 0.291 4.899
H -2.002 -2.669 3.315
H 4.880 -6.528 0.032
H 3.195 0.496 -1.219
O 1.474 -1.929 -3.478
O 0.297 1.233 -5.158
Cl -0.600 -0.542 0.191
H 5.962 1.020 1.049
H -3.187 -1.819 2.271
H -3.842 0.370 -2.301
O 3.211 -5.696 -1.079
H -3.830 -0.942 -0.141
H 5.445 1.749 -0.457
H -2.667 -0.015 5.470
H -3.369 2.445 1.573
H 1.418 1.638 2.816
H 4.055 1.459 1.493
H -0.264 1.973 -5.401
H -1.408 -0.162 6.545
H 6.340 2.704 0.715
C -0.668 0.315 -4.623
C -7.097 0.580 1.590
H 2.552 -5.117 -0.687
H -3.520 3.705 2.894
O 3.146 1.183 3.512
O -1.253 5.195 -1.290
H -1.609 3.615 -0.084
O -1.031 3.407 -5.894
H -0.688 -4.922 0.151
O -3.333 -3.805 1.958
C -1.584 3.827 -1.153
H 2.414 -1.856 -1.592
O 0.369 -4.097 -4.848
H 1.696 -4.055 3.675
H -1.601 3.142 -3.891
C -0.271 5.090 2.155
O -1.864 1.768 6.343
H 1.159 -3.069 -1.823
H 1.245 -3.156 5.228
H -1.291 5.082 1.771
C 3.122 1.295 -1.958
H -2.046 2.400 5.644
O 2.412 0.617 -3.007
C -1.801 3.747 -4.776
H 1.392 4.997 -3.950
H 0.204 6.064 2.036
C -1.721 0.470 5.713
H -1.224 -3.377 -4.062
H -0.446 0.061 -3.586
H 1.328 1.082 4.556
O 4.429 2.308 1.245
O 1.325 -4.390 0.498
H 2.303 4.125 -2.700
H -1.629 4.798 -4.547
O -1.410 -1.127 -0.864
H -0.759 3.157 -1.394
H 2.977 4.014 -5.146
H -1.595 -4.600 -5.217
H -6.036 -0.903 1.007
O 4.918 -2.108 2.067
H 1.826 0.056 -2.494
H 3.777 -3.192 4.604
H -0.312 -5.155 1.651
C 5.571 1.938 0.609
O 0.198 -1.548 0.882
H -7.630 0.986 0.731
C 3.662 -1.838 1.321
O 3.056 -2.573 4.465
H -1.163 -3.020 -5.883
H 1.034 -3.475 0.491
H 2.702 -3.240 -2.633
H -1.908 5.893 -1.227
O 0.190 0.496 -0.448
O 2.428 3.345 -4.730
H -2.888 3.667 -4.789
C -3.270 2.677 2.634
```

The following is a quantum chemistry calculation of a cluster of 3 separate species, C19H9BrF7O8P in total, from the Open Molecules 2025 dataset.

relative energy (zero: lowest compared OMol25 entry of this formula, charge and spin)	2.771	eV
SMILES	O=C1OC(=O)C(C(F)(F)C(F)(F)C(F)(F)F)=C1P(O)Br.O=C1C=CC(=O)C=C1.O=C1C=CC(=O)C=C1
orbital gap	7.4964	eV
net charge	0
HOMO energy	-9.5	eV
E	-134577.108	eV

Structure (XYZ):
```
45
C19H9BrF7O8P the ωB97M-V functional and the def2-TZVPD basis
C -0.214 5.037 -3.192
C 6.331 1.003 2.474
C -0.305 2.634 -2.710
O 1.186 -0.776 0.700
C 4.298 -0.150 3.214
H 6.253 -0.867 3.608
H 3.768 -0.953 3.711
C 4.167 2.010 1.910
C -3.416 -2.902 -0.548
C -1.826 -5.106 0.400
C -0.888 -2.913 0.561
C -1.212 4.865 -4.269
O -1.596 5.811 -4.930
F -5.779 -2.302 -0.346
H 6.029 2.860 1.358
C -4.472 -1.578 1.600
H -2.456 3.392 -5.302
C -1.725 3.500 -4.511
C -0.172 -4.030 1.469
H 0.940 4.106 -1.677
O 0.349 -3.972 2.600
F -3.199 -1.670 -1.209
C 5.499 2.056 1.854
F -4.956 -2.095 2.850
F -3.155 -1.091 1.741
H 1.112 0.123 1.140
F -5.060 -3.934 1.077
O -2.589 -6.080 0.422
H -1.668 1.456 -3.952
F -5.302 -0.440 1.334
O -0.388 -5.184 0.625
C 5.630 -0.104 3.159
H 0.152 6.043 -3.027
H 3.544 2.773 1.461
C -2.131 -3.528 0.145
C 3.467 0.904 2.595
P -0.379 -1.142 0.121
O 0.080 1.687 -2.048
O 2.250 0.861 2.648
O 7.545 1.044 2.421
Br -0.082 -1.258 -2.170
F -3.871 -3.843 -1.529
C -1.303 2.462 -3.787
C 0.209 3.999 -2.468
C -4.663 -2.709 0.475
```

The following is a quantum chemistry calculation of a structure of composition C19H9CoF3N6S2Se, from the Open Molecules 2025 dataset.

relative energy (zero: lowest compared OMol25 entry of this formula, charge and spin)	0.000	eV
orbital gap (alpha / beta)	7.0319 / 7.3387	eV
net charge	+1
HOMO energy (alpha / beta)	-11.7 / -11.9	eV
E	-161582.032	eV

Structure (XYZ):
```
41
C19H9CoF3N6S2Se the ωB97M-V functional and the def2-TZVPD basis
H -0.264 0.000 1.921
H -0.954 -4.488 -1.094
Co 1.403 0.000 -0.959
C 2.915 0.000 1.082
S 3.567 -0.001 -0.543
C -2.340 2.855 -0.918
C -1.284 -0.723 -0.858
H 3.219 0.001 4.429
H 0.732 0.001 4.210
F 5.567 -1.083 1.802
H 1.044 -3.002 -1.120
C -2.339 -2.857 -0.923
C 0.043 2.599 -1.025
C -2.454 -1.468 -0.843
H -3.232 -3.468 -0.928
Se 1.747 0.003 -3.226
N -1.192 0.008 -3.829
C -1.284 0.721 -0.856
C 2.754 0.000 3.452
N -0.065 -1.279 -0.941
H 1.043 3.001 -1.117
C 0.808 0.000 2.077
N -0.065 1.278 -0.939
C -1.084 3.417 -1.010
H -0.956 4.487 -1.087
N 1.583 0.000 0.990
H -3.233 3.466 -0.922
C -3.693 -0.712 -0.792
C 0.043 -2.599 -1.029
C 5.056 0.000 2.404
F 5.469 0.001 3.676
C -0.051 0.006 -3.662
F 5.567 1.083 1.801
N -4.907 -1.234 -0.760
C -3.693 0.710 -0.791
S -5.942 -0.002 -0.714
C -2.455 1.466 -0.840
C 3.550 0.000 2.321
C 1.366 0.000 3.336
C -1.083 -3.419 -1.015
N -4.907 1.231 -0.758
```

The following is a quantum chemistry calculation of a cluster of 2 separate species, C2 in total, from the Open Molecules 2025 dataset.

relative energy (zero: lowest compared OMol25 entry of this formula, charge and spin)	9.597	eV
2S+1	2
orbital gap (alpha / beta)	5.3159 / 5.7018	eV
net charge	-1
HOMO energy (alpha / beta)	-1.3 / -1.0	eV
E	-2059.374	eV

Structure (XYZ):
```
2
C2 the ωB97M-V functional and the def2-TZVPD basis
C 1.239 -0.298 0.340
C -1.239 0.298 -0.340
```

The following is a quantum chemistry calculation of a cluster of 2 separate species, C2 in total, from the Open Molecules 2025 dataset.

relative energy (zero: lowest compared OMol25 entry of this formula, charge and spin)	7.984	eV
orbital gap	5.3465	eV
net charge	0
HOMO energy	-8.0	eV
E	-2056.748	eV

Structure (XYZ):
```
2
C2 the ωB97M-V functional and the def2-TZVPD basis
C -0.903 0.998 0.411
C 0.903 -0.998 -0.411
```

The following is a quantum chemistry calculation of a cluster of 2 separate species, C2 in total, from the Open Molecules 2025 dataset.

relative energy (zero: lowest compared OMol25 entry of this formula, charge and spin)	7.432	eV
orbital gap	5.6659	eV
net charge	0
HOMO energy	-8.1	eV
E	-2057.300	eV

Structure (XYZ):
```
2
C2 the ωB97M-V functional and the def2-TZVPD basis
C 0.722 1.050 0.411
C -0.722 -1.050 -0.411
```

The following is a quantum chemistry calculation of a structure of composition C20H10BCl5F4N2PtS3Te, from the Open Molecules 2025 dataset.

relative energy (zero: lowest compared OMol25 entry of this formula, charge and spin)	0.410	eV
orbital gap	6.2099	eV
net charge	-2
HOMO energy	-2.2	eV
E	-141095.571	eV

Structure (XYZ):
```
47
C20H10BCl5F4N2PtS3Te the ωB97M-V functional and the def2-TZVPD basis
C -9.202 0.220 0.688
H -8.376 -0.053 2.651
Te -2.254 3.109 -0.420
C 0.618 6.421 -0.475
C -1.294 7.239 0.704
H -7.383 0.264 -2.167
Cl 4.719 1.827 0.589
S -2.952 -0.394 -1.654
Cl 5.356 -0.966 -0.674
C -7.603 0.188 -1.117
C -1.913 6.013 0.542
C -1.282 4.973 -0.130
H 1.616 6.567 -0.866
C 3.443 0.763 0.147
C -3.126 -0.315 0.056
C -8.904 0.310 -0.661
C 1.349 -0.894 -0.625
C 2.120 1.119 0.334
B 1.263 0.301 4.221
Cl 1.685 2.679 0.952
C 3.721 -0.475 -0.424
F 1.120 -1.083 4.275
Pt -0.594 1.286 0.456
H 0.503 4.399 -1.161
Cl 3.034 -2.802 -1.582
C -4.679 -0.260 -1.828
H -9.690 0.482 -1.387
H -10.222 0.318 1.034
Cl 0.097 -1.913 -1.247
H -2.903 5.856 0.954
C 1.043 0.314 -0.005
C -0.009 5.199 -0.639
H -1.800 8.034 1.239
S -1.760 -0.540 1.123
F 2.625 0.626 4.255
C -8.171 0.011 1.590
N -4.343 -0.203 0.466
C -6.576 -0.030 -0.204
F 0.623 0.880 5.315
H -6.065 -0.263 1.862
C 2.669 -1.292 -0.822
N -5.223 -0.162 -0.593
S -5.362 -0.315 -3.362
C -6.865 -0.112 1.158
C -0.021 7.450 0.197
H 0.471 8.407 0.331
F 0.706 0.788 3.028
```

The following is a quantum chemistry calculation of a cluster of 15 separate species, C20H10Cl56N2O4 in total, from the Open Molecules 2025 dataset.

orbital gap	10.2155	eV
net charge	0
HOMO energy	-10.3	eV
E	-733323.491	eV

Structure (XYZ):
```
92
C20H10Cl56N2O4 the ωB97M-V functional and the def2-TZVPD basis
Cl 9.897 1.256 3.524
Cl 9.106 -2.272 8.638
N -0.933 -1.418 -1.496
Cl -1.362 10.906 -1.148
Cl 1.111 -2.511 -8.327
H -3.924 -0.339 -1.891
C -3.011 -3.567 -3.027
H -4.425 0.147 -3.371
O -4.964 -3.734 -1.692
Cl 6.347 -1.668 9.277
C 9.043 1.569 11.424
Cl 4.147 -0.103 1.902
Cl 3.506 4.432 1.724
Cl -2.758 1.073 -8.576
C -0.930 8.393 5.492
Cl -0.496 7.454 4.065
Cl 7.368 -1.161 6.629
Cl -4.313 -4.490 1.747
C 4.680 0.917 3.245
C -0.511 9.444 -0.643
Cl 0.544 0.245 -7.745
C -4.496 1.352 -8.433
Cl -7.766 3.513 -6.980
Cl 8.675 -3.180 -5.893
H -1.553 -1.722 -0.756
C -6.024 -2.921 -1.371
C -4.919 -1.767 -2.943
Cl 1.133 9.466 -1.296
N -4.662 -0.419 -2.574
Cl 10.120 1.779 0.697
C 0.207 -1.422 -7.276
C -9.345 -8.038 4.801
Cl 8.865 0.329 12.670
Cl 6.334 -4.538 -4.898
C 2.224 5.564 2.147
Cl 6.974 -3.871 7.539
Cl -4.917 2.865 -9.235
Cl 8.760 3.656 2.409
Cl -0.310 10.038 5.319
Cl -0.217 7.642 6.923
Cl 5.379 -0.087 4.519
Cl 8.925 -5.114 -3.769
H -2.797 -4.485 -2.484
C -8.960 2.343 -6.409
Cl -7.977 -6.931 4.697
Cl -0.438 9.375 1.117
Cl -2.686 8.441 5.665
H -0.694 -0.448 -1.323
Cl -1.362 8.023 -1.251
Cl -9.038 -9.248 6.051
C 2.956 -1.634 -2.075
Cl -10.808 -7.135 5.205
H -1.559 -2.786 -4.440
Cl -7.133 -5.037 2.077
O -6.256 -2.161 -2.465
H -3.624 -2.261 -1.337
Cl 4.599 -1.697 -2.709
Cl 7.721 2.732 11.561
Cl 8.996 0.804 9.836
H -3.496 -3.870 -3.952
Cl 2.032 -3.005 -2.698
Cl 3.300 1.813 3.881
O -1.794 -0.462 -3.417
Cl -8.300 1.422 -5.059
Cl 0.686 4.692 2.225
C -1.508 -1.479 -2.782
Cl 7.661 -2.574 -3.263
O -6.584 -2.864 -0.278
C 10.104 2.514 2.301
Cl -10.410 3.198 -5.873
Cl -9.375 1.246 -7.730
C -1.669 -2.860 -3.364
C -5.514 -5.411 2.657
Cl 2.999 -1.708 -0.311
Cl -1.526 -1.765 -7.444
Cl -5.369 0.022 -9.200
Cl 5.912 2.042 2.667
Cl -9.563 -8.845 3.244
H -0.848 -3.456 -2.976
Cl -4.973 1.456 -6.735
Cl 2.109 6.839 0.933
C 7.449 -2.242 8.026
Cl 2.572 6.294 3.716
C 7.901 -3.854 -4.458
Cl -5.389 -4.985 4.374
C -4.008 -2.787 -2.216
Cl 10.585 2.401 11.637
Cl 2.181 -0.129 -2.582
H -4.989 -1.853 -4.023
Cl -5.185 -7.135 2.454
Cl 0.719 -1.676 -5.603
Cl 11.623 3.366 2.579
```